1.
# C8H21I2O2P2Pt

C8H21I2O2P2Pt as an isolated structure at a distorted geometry (the ωB97M-V functional and the def2-TZVPD basis, the Open Molecules 2025 dataset).

Structure (ORCA input):
```
! wB97M-V def2-TZVPD RIJCOSX def2/J DEFGRID3
* xyz 3 5
I 3.507 3.452 -3.338
I 1.729 1.400 -5.301
Pt 0.069 0.061 -0.169
P 1.583 -1.586 0.187
C 3.029 -1.539 -0.892
C 2.221 -1.585 1.893
H 2.956 -2.393 2.011
H 1.564 -4.001 0.134
H 1.389 -1.710 2.601
H -0.026 -3.322 0.681
H 3.554 -0.586 -0.750
H 2.695 -0.606 2.091
C 0.812 -3.217 -0.026
H 3.693 -2.383 -0.660
H 0.405 -3.270 -1.050
H 2.691 -1.593 -1.936
P -1.680 1.490 -0.051
C -1.635 2.853 -1.233
C -3.244 0.607 -0.318
H -1.975 1.469 2.355
H -2.699 2.941 1.598
H -0.914 2.799 1.824
C -1.844 2.251 1.593
H -3.355 -0.182 0.441
H -4.080 1.317 -0.272
H -2.531 3.478 -1.116
H -1.589 2.439 -2.248
H -3.199 0.125 -1.309
H -0.728 3.447 -1.065
C 1.002 0.959 -1.451
O 1.573 1.506 -2.293
C -1.513 -1.400 2.500
O -0.947 -0.930 1.275
H -2.026 -0.584 3.013
H -0.727 -1.821 3.129
H -2.229 -2.178 2.228
*
```

Properties
Electronic energy, a.u.: -1864.16620
Highest occupied orbital energy (spin up / spin down), eV: -19.47 / -19.41
LUMO level (spin up / spin down), eV: -10.234 / -13.105
HOMO-LUMO gap (spin up / spin down), eV: 9.232 / 6.304



2.
# C8H21N2NaO6S3

C8H21N2NaO6S3 as an isolated structure at a distorted geometry (the ωB97M-V functional and the def2-TZVPD basis, the Open Molecules 2025 dataset).

Structure (ORCA input):
```
! wB97M-V def2-TZVPD RIJCOSX def2/J DEFGRID3
* xyz 1 2
Na 0.182 -0.169 0.833
N -1.839 -0.789 3.565
O -1.906 -0.636 4.787
O -2.806 -1.023 2.875
O -0.695 -0.853 3.093
C -2.829 -1.400 -0.443
C -3.610 -1.139 -1.670
N -4.236 -0.930 -2.623
H -2.400 -0.424 -0.218
H -1.892 -1.914 -0.654
H -3.307 -1.949 0.369
C 1.707 -0.146 -3.570
S 0.663 0.782 -2.469
O 1.250 0.572 -1.067
C 1.384 2.419 -2.864
H 1.200 -1.102 -3.700
H 2.752 -0.307 -3.308
H 1.989 0.153 -4.579
H 1.279 2.710 -3.910
H 2.443 2.462 -2.609
H 0.955 3.153 -2.183
C -1.042 3.000 3.413
S -1.455 3.120 1.563
O -0.643 2.006 0.946
C -3.218 2.473 1.722
H -1.942 2.791 3.991
H -0.600 3.886 3.870
H -0.264 2.236 3.425
H -3.870 3.243 2.133
H -3.250 1.566 2.326
H -3.445 2.120 0.716
C 3.515 -1.889 0.621
S 2.161 -3.120 0.239
O 0.920 -2.292 -0.036
C 2.823 -3.443 -1.522
H 3.272 -1.486 1.603
H 3.469 -0.989 0.008
H 4.538 -2.266 0.629
H 3.897 -3.560 -1.373
H 2.546 -2.533 -2.054
H 2.304 -4.333 -1.877
*
```

Properties
Electronic energy, a.u.: -2234.75143
Highest occupied orbital energy (spin up / spin down), eV: -12.40 / -12.40
LUMO level (spin up / spin down), eV: -3.819 / -7.900
HOMO-LUMO gap (spin up / spin down), eV: 8.579 / 4.498
Energy above the lowest of the compared OMol25 structures with the same formula, charge and spin, kcal per mole: 14.4



3.
# C8H21N2S

A 3-piece molecular cluster, C8H21N2S overall at a distorted geometry (the ωB97M-V functional and the def2-TZVPD basis, the Open Molecules 2025 dataset).

Structure (ORCA input):
```
! wB97M-V def2-TZVPD RIJCOSX def2/J DEFGRID3
* xyz 1 3
C 0.376 -1.813 2.446
C -0.251 -2.444 -1.251
C 2.614 2.334 -0.577
C 1.006 -1.222 1.277
C -0.971 -1.415 -0.339
C 1.576 2.309 0.493
C -0.003 -0.475 0.380
C 0.176 0.840 -0.221
N -0.310 1.192 -1.468
N -0.818 0.578 0.975
S -3.720 1.146 -1.691
H -0.264 -2.559 2.137
H -0.010 -1.112 3.336
H 1.182 -2.391 2.965
H 0.325 -2.041 -2.115
H 0.300 -3.191 -0.684
H -0.939 -3.149 -1.849
H 2.124 2.887 -1.404
H 2.751 1.341 -0.880
H 3.503 2.820 -0.343
H 1.493 -1.841 0.581
H 1.730 -0.486 1.656
H -1.557 -0.830 -0.877
H -1.542 -1.920 0.443
H 1.888 1.970 1.613
H 0.932 3.088 0.394
H 0.502 1.191 -2.133
H -0.766 2.062 -1.599
H -1.816 0.501 0.931
H -4.243 1.285 -2.902
H -0.612 0.986 1.947
H -4.653 0.360 -1.240
*
```

Properties
Electronic energy, a.u.: -824.58041
Highest occupied orbital energy (spin up / spin down), eV: -9.21 / -12.99
LUMO level (spin up / spin down), eV: -2.732 / -5.713
HOMO-LUMO gap (spin up / spin down), eV: 6.480 / 7.278



4.
# C8H21N5O

A 2-piece molecular cluster, C8H21N5O overall at a distorted geometry (the ωB97M-V functional and the def2-TZVPD basis, the Open Molecules 2025 dataset).

Structure (ORCA input):
```
! wB97M-V def2-TZVPD RIJCOSX def2/J DEFGRID3
* xyz 2 1
C -2.409 2.227 -0.177
C -0.071 -1.899 -0.725
C 0.300 -1.242 0.612
C -1.144 -1.136 0.850
C -3.696 2.667 -0.852
C 1.091 0.050 0.496
C 2.437 -0.016 -0.302
C 3.588 -0.224 0.644
N -1.432 -1.666 -0.357
N -2.640 -1.884 -1.010
N -1.834 1.123 -0.430
N -1.960 -0.688 1.760
N 4.920 -0.416 -0.007
O -2.202 3.016 0.860
H 0.335 -1.318 -1.571
H 0.103 -2.919 -0.778
H 0.864 -1.928 1.255
H -3.861 3.746 -0.786
H -3.639 2.493 -1.917
H -4.470 2.141 -0.279
H 0.411 0.757 -0.031
H 1.249 0.257 1.588
H 2.599 -0.843 -1.129
H 2.380 0.882 -0.920
H 3.760 0.738 1.247
H 3.350 -1.059 1.279
H -2.779 -2.870 -1.104
H -2.433 -1.565 -1.899
H -2.361 0.921 -1.333
H -3.012 -0.751 1.386
H -1.483 2.791 1.520
H -1.736 -0.182 2.598
H 5.275 0.449 -0.365
H 4.921 -1.039 -0.838
H 5.581 -0.611 0.718
*
```

Properties
Electronic energy, a.u.: -665.78797
Highest occupied orbital energy, eV: -15.87
LUMO level, eV: -6.002
HOMO-LUMO gap, eV: 9.863
Energy above the lowest of the compared OMol25 structures with the same formula, charge and spin, kcal per mole: 7.5